CH2O3S | wB97M-V/def2-TZVPD

Cartesian coordinates (Å):
C 1.0608 0.1962 -0.2148
O -1.4117 1.2298 -0.4691
O 2.1878 0.2081 0.1090
O -0.7155 -0.8964 0.8928
S -0.5763 0.8395 0.6459
H 0.5599 -0.3703 -0.9958
H -1.1050 -1.2070 0.0320

Calculated values
* multiplicity: 1
* gap between HOMO and LUMO: 9.74 eV
* LUMO energy: 0.1 eV
* HOMO level: -9.7 eV
* molecular weight: 94.09 g mol⁻¹

---

C12H26Cl3N7OSSiTa | wB97M-V/def2-TZVPD

Cartesian coordinates (Å):
Ta -0.2314 0.5211 -0.2931
N -0.3491 2.9706 0.2767
C 0.8903 3.5682 0.9648
C 2.1696 2.8656 0.4765
N 2.0195 1.3495 0.3633
C 2.9412 0.8405 -0.7430
C 2.5512 1.2438 -2.1213
N 1.0466 1.4534 -2.1715
C 2.5597 0.7480 1.6291
C 2.3173 -0.7409 1.7534
N 1.0946 -1.1829 0.9295
H -0.5697 3.5081 -0.5608
H -1.1269 3.1501 0.9051
H 0.7352 3.4583 2.0291
H 1.0262 4.6483 0.7425
H 3.0020 3.0850 1.1910
H 2.4572 3.2648 -0.5054
H 2.9167 -0.2377 -0.6396
H 3.9997 1.1059 -0.5830
H 2.7405 0.3679 -2.7371
H 3.0674 2.0795 -2.5930
H 0.6708 1.1139 -3.0797
H 0.8484 2.4570 -2.1474
H 2.0013 1.2115 2.4537
H 3.5988 1.0292 1.7129
H 2.1305 -0.9122 2.8038
H 3.1567 -1.3920 1.4414
H 0.5843 -1.8316 1.5242
H 1.4471 -1.8120 0.2087
C -4.8708 -1.0577 2.5687
S -3.5936 -1.0593 1.3152
C -2.7619 -2.6703 1.5495
H -5.5417 -1.9067 2.3555
H -5.4178 -0.1197 2.4687
H -4.4882 -1.1261 3.5975
H -2.5005 -2.8797 2.5828
H -1.8459 -2.6385 0.9315
H -3.4312 -3.4490 1.1621
Cl -3.2358 2.0545 2.0940
Si -1.9344 0.4179 1.9800
Cl -1.0071 -0.4427 3.6688
Cl -2.1529 1.4008 -1.2745
N -2.1576 -1.7798 -3.0589
C -0.9688 -1.8521 -2.4717
O -0.6808 -0.9381 -1.3987
C -0.0450 -2.8115 -2.7224
C 1.0939 -2.8798 -1.8809
N 2.0281 -2.9524 -1.2156
C -0.3141 -3.6929 -3.8575
N -0.8294 -4.1755 -4.7738
H -2.7254 -0.9691 -2.9978
H -2.3146 -2.4034 -3.8536

Calculated values
* multiplicity: 1
* total charge: +3
* gap between HOMO and LUMO: 6.24 eV
* LUMO energy: -11.4 eV
* HOMO level: -17.6 eV
* molecular weight: 631.85 g mol⁻¹

---

C40H35F5GeO2S3Ti | wB97M-V/def2-TZVPD

Cartesian coordinates (Å):
Ti -0.0550 -0.7598 0.2542
C -0.8825 -3.1295 -0.0703
C -0.1545 -2.7023 -1.1910
C -0.8299 -2.1040 -2.2602
C -2.2081 -1.9434 -2.2130
C -2.9301 -2.3845 -1.1087
C -2.2704 -2.9754 -0.0418
H -0.3959 -3.7055 0.7065
H 0.8811 -3.0007 -1.3050
H -0.2816 -1.8148 -3.1476
H -2.7334 -1.5156 -3.0568
H -4.0071 -2.2834 -1.0914
H -2.8300 -3.3479 0.8061
O 1.0624 -0.1114 -1.1252
S 2.0554 0.9522 -1.6569
C 3.7181 0.3864 -1.0518
C 3.7300 -1.0062 -0.4161
C 4.0487 -0.9472 1.0832
C 3.8362 -2.2741 1.7978
S 2.0533 -2.6789 2.0738
O 1.3048 -1.5286 1.3733
C 1.8668 -2.2785 3.8006
C 1.9819 -0.9661 4.2393
C 1.7698 -0.6931 5.5793
C 1.4484 -1.7217 6.4588
C 1.3460 -3.0295 6.0072
C 1.5489 -3.3160 4.6655
C 2.2050 0.4929 -3.3728
C 2.3936 -0.8366 -3.7314
C 2.4897 -1.1596 -5.0732
C 2.4008 -0.1594 -6.0374
C 2.2234 1.1641 -5.6636
C 2.1213 1.4999 -4.3209
H 4.0198 1.1533 -0.3375
H 4.3693 0.4579 -1.9193
H 4.4555 -1.6408 -0.9265
H 2.7528 -1.4645 -0.5433
H 3.4328 -0.1781 1.5547
H 5.0934 -0.6617 1.2182
H 4.2880 -2.2768 2.7878
H 4.2452 -3.1104 1.2289
H 2.2350 -0.1684 3.5520
H 1.8612 0.3227 5.9410
H 1.2785 -1.4981 7.5035
H 1.0990 -3.8260 6.6956
H 1.4613 -4.3314 4.2982
H 2.4693 -1.6106 -2.9766
H 2.6412 -2.1891 -5.3686
H 2.4758 -0.4210 -7.0843
H 2.1613 1.9373 -6.4172
H 1.9779 2.5285 -4.0148
F -0.0670 4.0666 5.0115
C -0.4025 2.9707 4.3630
C 0.3447 2.5453 3.2762
F 1.4130 3.2244 2.8648
C -0.0346 1.3987 2.6134
F 0.6988 1.0401 1.5082
C -1.1192 0.6196 2.9800
S -1.5959 -0.8041 2.0960
C -1.8489 1.0678 4.0818
F -2.9035 0.3734 4.4831
C -1.5122 2.2299 4.7558
F -2.2480 2.6378 5.7721
Ge -1.8393 0.9941 -0.4539
C -1.0935 2.1720 -1.8746
C -1.3807 2.0414 -3.2325
C -1.0138 3.0395 -4.1246
C -0.3244 4.1570 -3.6739
C 0.0056 4.2757 -2.3302
C -0.3715 3.2830 -1.4370
C -3.7735 0.6931 -0.6492
C -4.5255 0.5616 0.5167
C -5.9045 0.4357 0.4513
C -6.5408 0.4183 -0.7829
C -5.7999 0.5439 -1.9492
C -4.4197 0.6715 -1.8836
H -1.8203 2.0300 0.7114
H -1.9177 1.1761 -3.6012
H -1.2833 2.9545 -5.1698
H -0.0452 4.9381 -4.3697
H 0.5312 5.1519 -1.9723
H -0.1431 3.3986 -0.3821
H -4.0359 0.5651 1.4841
H -6.4839 0.3515 1.3613
H -7.6154 0.3020 -0.8336
H -6.2961 0.5458 -2.9110
H -3.8574 0.7847 -2.8019

Calculated values
* multiplicity: 1
* total charge: +2
* gap between HOMO and LUMO (spin up / spin down): 5.89 / 6.04 eV
* LUMO energy (spin up / spin down): -7.0 / -6.8 eV
* HOMO level (spin up / spin down): -12.8 / -12.8 eV
* molecular weight: 859.39 g mol⁻¹

---

C6H6IN2OS | wB97M-V/def2-TZVPD

Cartesian coordinates (Å):
C 2.0990 1.0482 -0.2087
C 1.3534 0.2747 -1.0194
C 1.6316 1.1709 1.1133
C 0.2658 -0.4307 -0.6447
C 0.4743 0.4507 1.6371
C -0.2120 -0.2312 0.7157
N -0.5811 -0.9012 -1.6395
N -1.6509 -1.9292 -0.5980
O -2.9584 -0.3913 1.3659
S -1.7512 -1.4205 0.8816
I -4.0034 0.5793 0.1137
H 3.0651 1.5841 -0.3892
H 1.6074 0.0099 -1.9661
H 2.1553 1.8516 1.6994
H -1.5558 -0.5416 -1.8525
H 0.1477 0.6215 2.6179
H -0.0869 -1.7451 -1.8265

Calculated values
* multiplicity: 1
* total charge: +1
* gap between HOMO and LUMO: 7.99 eV
* LUMO energy: -5.4 eV
* HOMO level: -13.4 eV
* molecular weight: 281.10 g mol⁻¹

---

Record order is preserved below.
Relative energy (zero: lowest compared OMol25 entry of this formula, charge and spin): 19.5, 7.5, 39.4, 102.8 kcal per mole
Record order is preserved below.
Total energy: -18045.010, -83153.805, -171851.805, -30269.573 eV